[1]
{"formula": "C5H15NSi", "method": "ωB97M-V with the def2-TZVPD basis set", "species": ["C", "C", "C", "C", "C", "N", "Si", "H", "H", "H", "H", "H", "H", "H", "H", "H", "H", "H", "H", "H", "H", "H"], "positions_angstrom": [[1.449, 1.513, -2.006], [-2.129, -1.575, 0.689], [0.231, -2.307, 0.697], [-0.127, 2.403, 1.676], [1.223, 0.154, -1.368], [-0.821, -1.501, 0.120], [-0.431, 0.122, -0.427], [2.440, 1.491, -2.376], [0.913, 1.711, -2.852], [1.171, 2.460, -1.433], [-2.629, -2.625, 0.714], [-2.033, -1.096, 1.613], [-2.763, -1.091, 0.045], [-0.189, -3.220, 0.730], [0.982, -2.172, -0.055], [0.644, -1.975, 1.767], [0.519, 3.188, 1.329], [-1.159, 2.202, 1.823], [0.497, 1.753, 2.200], [1.974, -0.160, -0.764], [1.184, -0.767, -2.048], [-1.418, 0.388, -1.410]], "mulliken_charge": [-1.28, -1.08, -0.89, -1.31, -0.60, 0.12, 0.05, 0.35, 0.43, 0.24, 0.26, 0.43, 0.36, 0.45, 0.29, 0.18, 0.41, 0.47, 0.41, 0.51, 0.38, -0.17], "max_force_ev_per_a": 4.28, "spin_multiplicity": 3, "e_lumo_ev": [1.058, -1.015]}

---

[2]
{"formula": "C5H15O3", "method": "ωB97M-V with the def2-TZVPD basis set", "species": ["C", "O", "C", "C", "C", "C", "H", "H", "H", "H", "H", "H", "H", "H", "H", "H", "H", "H", "H", "O", "H", "H", "O"], "positions_angstrom": [[-1.237, -0.043, 0.335], [-1.762, -1.285, 0.029], [-0.616, 0.582, -1.010], [0.305, 1.724, -0.575], [1.627, 1.076, -0.098], [2.094, 1.528, 1.411], [-1.956, 0.757, 0.811], [-0.393, -0.349, 0.977], [-1.419, 0.769, -1.686], [0.116, -0.193, -1.307], [-0.300, 2.454, -0.138], [0.647, 2.181, -1.558], [2.419, 1.267, -0.695], [1.582, -0.015, 0.234], [3.310, 1.600, 1.161], [2.007, 0.766, 2.333], [1.777, 2.537, 1.656], [-0.941, -1.661, -1.646], [-1.834, -2.723, -2.283], [-1.142, -2.138, -2.511], [-0.921, -3.531, 1.481], [-1.854, -2.332, 1.126], [-1.513, -2.971, 1.953]], "mulliken_charge": [0.07, -0.93, -1.05, -0.84, -0.71, -0.94, 0.14, 0.12, 0.36, 0.42, 0.62, 0.21, 0.62, 0.23, 0.22, 0.23, 0.30, 0.45, 0.30, -0.71, 0.25, 0.40, -0.77], "max_force_ev_per_a": 7.35, "total_charge": -1, "e_lumo_ev": 3.678}

---

[3]
{"formula": "C5H15OPSi", "method": "ωB97M-V with the def2-TZVPD basis set", "species": ["C", "Si", "C", "C", "H", "H", "H", "H", "H", "H", "H", "H", "C", "P", "C", "O", "H", "H", "H", "H", "H", "H", "H"], "positions_angstrom": [[2.023, -0.671, 1.712], [3.132, -0.378, 0.365], [3.900, 1.416, -0.179], [3.968, -1.635, -0.820], [1.573, 0.085, 2.168], [2.224, -1.454, 2.363], [3.230, 2.100, 0.119], [4.769, 1.531, 0.407], [3.893, 1.464, -1.284], [3.645, -1.649, -1.829], [5.130, -1.418, -0.796], [3.808, -2.595, -0.576], [-4.977, -0.119, 0.529], [-3.138, -0.299, 0.422], [-3.027, 1.368, -0.485], [-2.901, -1.492, -0.715], [-5.418, -0.446, -0.307], [-5.511, -0.743, 1.309], [-5.258, 0.911, 0.846], [-2.931, 2.149, 0.245], [-2.047, 1.559, -1.064], [-3.894, 1.464, -1.162], [-2.194, -1.148, -1.269]], "mulliken_charge": [-0.97, 0.45, -1.08, -1.09, 0.36, 0.30, 0.37, 0.34, 0.29, 0.37, 0.25, 0.42, -1.07, 0.29, -1.03, -0.47, 0.39, 0.31, 0.30, 0.32, 0.33, 0.32, 0.31], "max_force_ev_per_a": 5.45, "e_lumo_ev": 0.462}

---

Energy relative to the best compared isomer or geometry (same formula, charge and spin)? In order: 26.0, 58.8, 93.8 kcal/mol.